The following is a quantum chemistry calculation of a structure of composition C56H120F22N15NaO36S18, from OMol25.

Element x y z (Å)
Na -7.378 21.274 13.229
C -4.936 14.637 4.378
C -5.976 15.053 5.402
C -7.221 15.671 4.868
N -8.302 15.771 5.938
C -8.545 14.460 6.730
C -9.848 14.473 7.558
C -11.016 14.928 6.848
C -10.788 16.305 6.133
C -9.615 16.107 5.189
C -7.922 16.992 6.934
H -4.422 15.425 3.828
H -5.309 14.063 3.530
H -4.158 13.974 4.759
H -5.533 15.787 6.075
H -6.052 14.168 6.035
H -7.598 15.012 4.086
H -7.076 16.608 4.330
H -8.283 13.550 6.190
H -7.698 14.550 7.411
H -10.116 13.543 8.059
H -9.598 15.224 8.306
H -11.418 14.182 6.163
H -11.691 15.030 7.698
H -11.677 16.434 5.515
H -10.721 17.176 6.785
H -9.920 15.327 4.490
H -9.441 16.954 4.524
H -8.566 17.172 7.795
H -7.866 17.879 6.302
H -6.884 16.839 7.228
C -4.658 25.835 3.418
C -3.723 27.062 3.297
C -3.327 27.667 4.637
N -2.363 28.901 4.612
C -2.258 29.431 6.079
C -3.417 30.187 6.629
C -4.008 31.256 5.697
C -4.117 30.747 4.267
C -2.979 30.026 3.660
C -0.998 28.476 4.007
H -4.966 25.711 2.379
H -5.529 25.970 4.059
H -4.140 24.987 3.866
H -4.133 27.780 2.587
H -2.912 26.476 2.865
H -2.747 26.954 5.223
H -4.246 27.968 5.139
H -2.056 28.548 6.686
H -1.275 29.901 6.096
H -4.109 29.425 6.988
H -3.020 30.655 7.530
H -4.919 31.639 6.157
H -3.333 32.093 5.872
H -5.021 30.151 4.140
H -4.318 31.585 3.600
H -3.096 29.714 2.622
H -2.146 30.723 3.565
H -0.702 27.521 4.441
H -0.269 29.272 4.157
H -1.241 28.363 2.951
C 0.202 -0.030 3.175
C -0.890 0.668 2.349
C -0.353 1.942 1.838
N -1.428 2.719 0.925
C -2.727 3.073 1.585
C -3.622 3.956 0.716
C -2.941 5.288 0.454
C -1.574 5.104 -0.333
C -0.703 4.104 0.506
C -1.455 1.833 -0.342
H 0.818 0.627 3.789
H 0.958 -0.615 2.651
H -0.042 -0.730 3.974
H -1.745 0.972 2.954
H -1.080 0.000 1.509
H 0.461 1.855 1.118
H -0.073 2.689 2.580
H -2.449 3.513 2.543
H -3.224 2.152 1.888
H -4.619 4.061 1.144
H -3.752 3.499 -0.265
H -2.716 5.729 1.425
H -3.494 6.035 -0.116
H -0.973 5.997 -0.500
H -1.709 4.625 -1.303
H -0.364 4.578 1.427
H 0.212 3.820 -0.013
H -0.464 1.635 -0.752
H -2.110 2.292 -1.082
H -1.917 0.872 -0.117
C -15.060 10.536 19.325
C -16.342 9.820 18.897
C -17.629 10.670 18.573
N -18.523 10.147 17.375
C -19.774 11.044 17.179
C -19.335 12.531 16.799
C -18.379 12.579 15.628
C -17.218 11.614 15.677
C -17.693 10.123 16.069
C -19.107 8.759 17.643
H -14.331 9.736 19.451
H -15.284 11.122 20.216
H -14.620 11.197 18.577
H -16.594 9.022 19.596
H -16.182 9.154 18.049
H -17.403 11.678 18.223
H -18.395 10.595 19.345
H -20.274 11.055 18.148
H -20.449 10.631 16.429
H -18.828 13.041 17.618
H -20.217 13.068 16.452
H -18.241 13.629 15.369
H -19.054 12.236 14.844
H -16.548 12.105 16.384
H -16.734 11.594 14.701
H -16.871 9.408 16.107
H -18.371 9.817 15.272
H -19.703 8.481 16.775
H -19.692 8.788 18.563
H -18.274 8.076 17.805
C -19.314 18.613 -0.422
C -17.981 19.267 -0.302
C -18.100 20.805 -0.177
N -16.715 21.621 -0.372
C -15.586 21.085 0.506
C -14.383 22.026 0.401
C -14.704 23.518 0.648
C -15.936 24.075 -0.053
C -17.123 23.081 -0.030
C -16.353 21.497 -1.905
H -19.843 18.662 0.530
H -19.100 17.594 -0.747
H -19.896 18.874 -1.306
H -17.379 19.139 -1.201
H -17.545 18.749 0.553
H -18.505 21.127 0.782
H -18.807 21.184 -0.914
H -15.871 20.973 1.552
H -15.328 20.053 0.270
H -13.573 21.614 1.003
H -13.992 21.843 -0.600
H -14.885 23.663 1.713
H -13.825 24.132 0.449
H -16.177 25.035 0.402
H -15.778 24.264 -1.115
H -17.399 22.945 1.015
H -18.046 23.210 -0.595
H -17.153 21.775 -2.592
H -16.075 20.500 -2.246
H -15.488 22.121 -2.125
C -4.293 0.804 10.787
C -5.175 2.078 10.345
C -6.146 2.646 11.486
N -7.091 3.740 10.932
C -6.338 5.047 10.486
C -7.185 6.301 10.451
C -7.914 6.454 11.758
C -8.872 5.261 11.883
C -7.954 4.004 12.143
C -8.065 3.192 9.870
H -3.848 0.383 9.885
H -4.889 0.140 11.413
H -3.491 1.150 11.439
H -5.895 1.711 9.615
H -4.583 2.824 9.815
H -5.703 3.105 12.370
H -6.765 1.902 11.989
H -5.501 5.190 11.170
H -5.949 4.763 9.508
H -6.489 7.125 10.295
H -7.886 6.295 9.616
H -7.218 6.577 12.588
H -8.443 7.407 11.720
H -9.598 5.478 12.666
H -9.505 5.125 11.006
H -7.283 4.214 12.975
H -8.641 3.171 12.291
H -7.714 2.653 8.990
H -8.554 4.056 9.419
H -8.863 2.573 10.281
N -9.551 14.314 -4.324
S -9.470 15.721 -3.415
O -8.536 16.658 -3.826
O -9.805 15.730 -1.965
F -10.771 16.299 -4.000
S -8.196 13.767 -3.866
O -8.030 13.592 -2.402
O -6.990 14.023 -4.681
F -8.381 12.239 -4.333
N -0.172 17.583 -3.746
S -1.691 17.776 -3.535
O -2.463 17.074 -2.468
O -2.403 18.114 -4.770
F -1.484 19.162 -2.709
S -0.474 15.947 -4.264
O -0.860 15.765 -5.669
O -0.898 14.970 -3.286
F 1.053 15.486 -4.412
N -11.018 23.887 11.626
S -12.386 23.689 12.093
O -13.011 22.457 11.616
O -13.178 24.803 12.484
F -11.813 23.255 13.491
S -11.482 24.441 10.074
O -12.721 25.261 9.900
O -11.196 23.469 9.050
F -10.394 25.558 9.910
N -20.115 21.678 6.491
S -19.028 22.253 7.335
O -17.640 21.839 7.029
O -19.376 22.551 8.696
F -19.188 23.646 6.642
S -20.060 20.133 7.187
O -20.779 19.812 8.403
O -18.832 19.437 6.884
F -20.962 19.354 6.112
N -8.027 16.599 14.929
S -6.884 15.706 15.212
O -6.887 14.315 14.751
O -6.058 16.002 16.356
F -6.003 16.449 14.107
S -9.055 15.801 15.956
O -9.066 16.163 17.367
O -9.628 14.543 15.577
F -10.284 16.785 15.504
N -0.145 6.227 7.647
S -0.139 7.860 7.232
O 0.721 8.136 6.043
O -0.279 8.891 8.237
F -1.672 7.943 6.693
S 0.956 6.265 8.677
O 0.406 6.242 10.079
O 2.100 7.130 8.423
F 1.494 4.762 8.402
N -2.523 22.384 14.100
S -1.487 22.419 12.857
O -0.320 21.540 12.856
O -1.410 23.645 12.099
F -2.557 21.632 11.923
S -1.434 22.255 15.164
O -0.573 23.388 15.355
O -0.905 20.909 15.451
F -2.454 22.450 16.439
N 4.435 18.120 3.819
S 4.416 19.301 5.068
O 5.292 19.139 6.243
O 3.136 19.964 5.261
F 5.204 20.421 4.235
S 4.559 16.920 4.629
O 3.488 16.660 5.508
O 5.874 16.453 5.013
F 4.203 15.852 3.416
C -14.292 3.026 1.253
F -13.688 2.207 0.430
F -15.129 2.384 2.056
F -14.967 3.871 0.445
S -12.861 3.919 2.222
O -11.965 4.409 1.128
O -12.261 2.959 3.118
N -13.712 4.967 2.963
S -12.573 6.032 3.612
O -11.151 5.759 3.540
O -13.095 6.444 4.926
C -12.780 7.555 2.415
F -11.839 8.468 2.554
F -13.942 8.181 2.505
F -12.691 7.062 1.218

Summary:
Net charge ... -2
Multiplicity ... 1
LUMO ... -0.14 eV
HOMO level ... -4.70 eV
E_tot ... -415284.01031 eV
Frontier orbital gap ... 4.56 eV

Mulliken atomic charge list, values in e, 4 entries: 1.00 -1.59 0.00 -0.63

***

The following is a quantum chemistry calculation of a structure of composition C40H57N4O5SSiTi, from OMol25.

Element x y z (Å)
Ti 0.063 0.476 0.121
O 2.491 -1.756 1.924
C 1.356 -2.574 2.039
C 0.200 -1.882 2.777
N -0.579 -0.926 1.973
C -1.041 0.158 2.844
C -0.079 1.368 2.725
O 0.021 2.179 3.626
O 0.555 1.392 1.618
C -1.729 -1.565 1.334
C -2.266 -0.702 0.163
O -3.464 -0.524 0.038
O -1.349 -0.287 -0.622
H 2.405 -1.247 1.101
H 1.026 -2.912 1.054
H 1.657 -3.442 2.638
H -0.472 -2.662 3.173
H 0.647 -1.343 3.622
H -2.018 0.507 2.511
H -1.141 -0.154 3.893
H -1.403 -2.493 0.862
H -2.539 -1.768 2.053
C -2.283 -5.211 1.322
C -1.044 -5.033 0.436
C -0.196 -6.308 0.434
C -1.420 -4.643 -0.978
C -2.308 -5.466 -1.651
C -2.684 -5.221 -2.956
C -2.128 -4.131 -3.597
C -1.215 -3.299 -2.976
C -0.684 -2.132 -3.774
C -1.804 -1.137 -4.088
C 0.022 -2.624 -5.042
C -0.846 -3.520 -1.624
N -0.041 -2.630 -0.950
C 1.207 -2.400 -1.350
C 2.028 -1.334 -1.070
N 1.713 -0.095 -0.496
C 2.644 0.903 -0.909
C 2.752 1.214 -2.289
C 3.743 2.074 -2.734
C 4.639 2.656 -1.862
C 4.510 2.398 -0.516
C 3.536 1.538 -0.018
C 3.492 1.370 1.486
C 4.798 0.794 2.042
C 3.167 2.719 2.135
C 1.821 0.642 -3.338
C 1.127 1.739 -4.148
C 2.602 -0.280 -4.282
H -1.991 -5.367 2.360
H -2.868 -6.072 1.004
H -2.921 -4.331 1.266
H -0.428 -4.240 0.861
H -0.764 -7.146 0.039
H 0.131 -6.551 1.443
H 0.685 -6.165 -0.188
H -2.710 -6.333 -1.145
H -3.382 -5.871 -3.468
H -2.419 -3.927 -4.619
H 0.051 -1.607 -3.165
H -2.608 -1.598 -4.657
H -1.416 -0.294 -4.657
H -2.210 -0.755 -3.154
H -0.588 -3.334 -5.597
H 0.953 -3.123 -4.781
H 0.252 -1.792 -5.706
H 1.705 -3.196 -1.927
H 3.058 -1.425 -1.411
H 3.815 2.292 -3.789
H 5.418 3.306 -2.234
H 5.194 2.873 0.171
H 2.686 0.681 1.747
H 5.650 1.432 1.812
H 4.986 -0.195 1.631
H 4.726 0.705 3.124
H 3.966 3.440 1.980
H 3.013 2.588 3.203
H 2.248 3.114 1.707
H 1.033 0.071 -2.833
H 1.836 2.331 -4.720
H 0.581 2.397 -3.482
H 0.423 1.287 -4.842
H 3.461 0.240 -4.704
H 1.969 -0.606 -5.103
H 2.960 -1.161 -3.757
C -1.817 7.381 -0.830
Si -0.998 5.687 -1.208
C -1.431 5.234 -3.013
C 0.886 5.887 -0.992
C -1.814 4.420 -0.070
C -2.910 4.696 0.724
C -3.550 3.674 1.418
C -3.019 2.404 1.337
N -1.926 2.109 0.645
C -1.356 3.087 -0.072
S -0.028 2.602 -1.046
H -1.384 8.166 -1.439
H -1.685 7.666 0.208
H -2.882 7.366 -1.034
H -1.007 5.946 -3.715
H -2.505 5.209 -3.173
H -1.040 4.252 -3.255
H 1.278 6.626 -1.686
H 1.392 4.946 -1.181
H 1.145 6.206 0.013
H -3.293 5.705 0.788
H -4.438 3.861 2.005
H -3.517 1.580 1.837

Summary:
Net charge ... -1
Multiplicity ... 1
LUMO (spin up / spin down) ... 2.52 / 2.07 eV
HOMO level (spin up / spin down) ... -4.19 / -3.87 eV
E_tot ... -100437.97037 eV
Frontier orbital gap (spin up / spin down) ... 6.71 / 5.94 eV

natural (NBO) atomic charge list, values in e, 4 entries: 1.73 -0.73 -0.09 -0.24

***

Look up the net charge of the second one. -1

***

multiplicity of number 2 (C40H57N4O5SSiTi)? 1

***

E_tot of number 2 (C40H57N4O5SSiTi)? -100437.97037 eV

***

Which of these has the highest net charge? C40H57N4O5SSiTi